Computed, not measured: a cluster of 7 separate species, C26H42O4S4 in total in a non-equilibrium geometry, with ωB97M-V/def2-TZVPD.

XYZ file:
```
76
Properties=species:S:1:pos:R:3:forces:R:3
S 3.9073 6.2409 2.9164 -1.85 -1.49 -0.62
S 1.7107 -0.8586 8.7382 -0.45 1.01 -0.83
S -0.2320 -0.6752 -6.5152 2.45 -1.44 0.39
S 0.0110 1.6323 1.2922 -1.39 -2.26 -0.64
O 2.7491 5.5322 3.6699 2.44 1.13 -1.53
O 0.9549 -0.1901 9.8563 0.32 -0.65 -1.17
O -0.0277 0.1812 1.7418 0.85 1.36 -0.49
O 1.1090 -0.7934 -5.8184 -1.05 0.62 -0.13
C 0.5346 -1.6015 7.4643 0.41 -0.44 1.31
C -4.2081 -3.3121 0.5846 0.08 0.08 0.12
C 7.4724 -3.6438 3.2862 -0.91 -1.15 -0.23
C 5.0859 4.9464 2.3259 -0.52 -0.45 0.31
C -1.7686 1.9641 0.9673 0.85 1.36 -0.68
C -1.1488 -2.1714 -5.9485 -0.10 -0.24 -0.70
C -4.0208 3.8376 -4.8321 0.65 -0.17 -2.19
C 6.7928 -3.9132 4.4914 -0.34 1.73 -0.67
C -6.0875 -3.6848 -0.9154 -0.47 -0.89 1.26
C 0.5781 1.7406 -0.5215 -0.21 0.12 0.66
C -6.0149 -4.7109 1.2118 0.05 -1.27 1.52
C 6.7763 -3.7728 2.0812 1.17 0.57 1.24
C 4.7035 -4.0584 3.2433 0.00 0.10 1.33
C -4.8143 -4.1282 1.5416 0.72 0.83 -1.13
C 5.3840 -3.9521 4.4489 0.19 -0.53 0.16
C -5.5283 2.5459 -6.2735 0.54 -1.24 0.75
C -3.6702 3.7409 -7.2222 0.29 1.03 0.85
C 0.1734 -1.2653 -8.2202 -0.57 -0.36 0.36
C -6.6632 -4.5941 0.0024 0.63 1.89 -0.26
C -3.3043 4.2725 -5.9819 -0.88 -0.79 0.92
C 5.4298 -4.0437 2.1078 0.17 -0.18 -2.71
C 3.2328 6.6299 1.2094 -0.43 1.24 1.01
C -4.7633 2.8879 -7.3463 0.68 0.92 -1.41
C 2.2090 0.4528 7.4944 0.18 -0.19 0.78
C -5.0717 2.9479 -5.0316 0.40 0.94 1.80
C -4.8584 -3.0709 -0.6067 -1.34 -0.34 -1.15
H 0.7132 -2.2110 -8.2678 -0.29 -0.32 0.84
H 0.3134 2.7112 -0.9409 -0.21 0.13 0.27
H 0.1432 0.9707 -1.1590 -0.03 -0.18 0.35
H -4.4766 -2.3915 -1.3544 0.35 0.12 0.11
H 7.3845 -3.5577 1.2151 -0.49 -0.37 -0.53
H 0.2888 -2.6231 7.7542 0.00 0.05 0.38
H -0.8147 -1.4039 -8.6590 0.21 0.25 -0.70
H 1.6670 1.7002 -0.5512 -0.07 -0.30 0.25
H 3.6255 -4.1190 3.2192 -0.03 -0.16 0.03
H -3.7207 4.0621 -3.8192 0.04 0.31 -0.06
H -1.6278 2.8842 0.4001 -0.66 0.40 -0.02
H 4.7214 -3.9719 5.3015 0.54 -0.01 0.60
H -2.3044 1.2753 0.3141 0.49 -0.43 0.22
H 5.5927 4.5198 3.1915 -0.22 0.00 0.06
H 4.4495 4.2023 1.8470 0.03 -0.18 0.19
H 0.8827 -0.6230 -8.7421 -0.70 0.75 0.15
H 1.0715 -1.7139 6.5224 -0.27 0.59 -0.08
H -0.8382 -2.9953 -6.5909 -0.27 0.03 -0.18
H -6.3561 -5.3211 2.0350 -0.81 -0.30 -0.22
H -0.9021 -2.5204 -4.9458 0.28 0.82 0.12
H -2.2207 -1.9837 -6.0116 0.01 -0.11 -0.13
H 2.8898 1.1945 7.9119 -0.04 -0.23 0.47
H -7.6730 -4.9524 -0.1328 0.12 -0.37 -0.16
H 2.4989 7.3924 1.4702 -0.20 0.07 0.08
H 1.3309 0.9980 7.1481 -0.05 -0.33 -0.18
H -2.3403 2.1881 1.8679 0.37 -0.23 0.08
H -5.0015 2.5658 -8.3493 -0.18 -0.26 -0.02
H -5.4196 2.6744 -4.0464 -1.06 -0.75 -0.34
H -3.2567 -2.8194 0.7205 0.10 -0.05 0.37
H -6.7211 -3.4758 -1.7647 0.56 0.32 -0.46
H 4.9576 -4.2598 1.1608 -0.28 0.26 -0.17
H -2.4819 4.9639 -5.8727 0.10 0.01 -0.16
H 2.7705 -0.0635 6.7158 -0.33 -0.01 -0.20
H 2.6551 5.8939 0.6502 0.56 -0.59 0.37
H -4.3666 -4.2959 2.5100 0.02 -0.01 0.00
H -3.1043 4.1015 -8.0684 -0.09 -0.31 -0.31
H 7.3445 -3.7723 5.4091 -0.18 -0.34 0.27
H 8.5316 -3.4721 3.1645 0.15 0.10 0.69
H 5.8548 5.2195 1.6032 -0.23 0.72 0.07
H -6.2444 1.7466 -6.3948 -0.48 0.29 0.18
H -0.3851 -1.0180 7.5048 0.23 0.20 -0.50
H 3.9366 7.1879 0.5917 0.40 -0.45 0.05
```
Forces are in eV/Å.

Computed properties:
orbital gap: 8.96 eV
highest occupied orbital energy: -8.81 eV
DFT total energy: -2909.3535 Eh

Atomic partial charges in e from the Mulliken method, atoms 1 to 2:
1 S 0.467
2 S 0.497

Computed, not measured: a structure of composition C38H15F16GeHfN5S, with ωB97M-V/def2-TZVPD.

XYZ file:
```
77
Properties=species:S:1:pos:R:3:forces:R:3
Hf -0.2310 0.0790 1.1376 -0.30 -0.49 -0.79
Ge 0.0236 0.1375 -2.6010 0.03 -0.04 0.17
S 0.2796 -1.2478 -0.8797 -0.13 0.04 -0.18
F -2.0611 0.6979 -0.2342 -0.01 0.05 -0.02
F 4.7121 2.1093 -1.4109 0.04 -0.03 0.03
F 2.2849 0.4770 -4.7801 -0.03 -0.03 0.00
F -1.8487 0.8875 -4.9800 0.01 0.00 0.03
F 2.7903 -1.0334 -6.9376 0.01 -0.01 -0.01
F 3.8826 4.6905 -1.4652 0.02 0.01 0.02
F 1.3038 5.2807 -2.0657 0.00 -0.03 -0.01
F -4.6221 1.3222 -0.3476 -0.01 0.00 0.03
F -1.3992 -2.2640 -3.7274 0.01 0.01 0.03
F 5.8840 0.2331 2.1909 -0.01 0.00 0.00
F -0.8858 -3.7784 -5.9019 -0.02 -0.03 0.00
F 2.9712 0.1352 -1.9342 0.00 -0.07 0.02
F 1.2100 -3.1604 -7.5101 0.01 -0.03 -0.03
F -4.4372 1.5370 -5.0429 -0.01 0.01 -0.03
F -0.4318 3.3324 -2.6200 0.01 -0.07 0.03
F -5.8559 1.7601 -2.7449 -0.03 0.02 0.00
N -1.0523 -0.9611 4.0275 -0.19 0.14 -0.23
N -0.8311 2.2479 1.6085 0.08 -0.04 0.19
N -1.0211 0.1590 3.2195 -0.03 0.10 0.59
N -1.3154 -4.2418 1.7333 0.00 0.06 0.00
N -1.0534 -1.9328 1.8962 0.41 -0.09 0.07
C -1.3190 4.8250 2.4910 -0.02 -0.01 0.09
C -4.5837 1.4286 -2.7095 0.05 -0.03 -0.01
C -1.0666 -2.0296 3.2963 0.24 -0.05 0.24
C 2.4940 -0.8835 1.9043 0.07 0.05 -0.06
C -1.3681 3.7573 3.3869 0.02 -0.01 -0.10
C 2.5358 1.3933 -1.9560 0.06 0.06 0.01
C -1.2109 -5.7476 3.6339 0.02 0.10 0.09
C -1.2033 -3.0505 1.1948 -0.09 0.00 0.08
C 0.9636 -2.4275 -6.4453 0.00 0.08 0.08
C -0.3494 -1.9582 -4.5104 -0.05 -0.07 -0.05
C -3.8528 1.3147 -3.8838 0.05 -0.03 0.07
C 2.5712 1.5147 1.7047 0.08 0.02 0.04
C -1.0393 4.5807 1.1609 0.03 -0.06 -0.09
C 4.5633 0.2642 2.0429 0.08 -0.01 0.00
C -0.8027 3.2729 0.7575 -0.04 0.12 0.12
C -1.1234 2.4862 2.9125 -0.02 -0.02 0.06
C -2.6272 0.8531 -1.5068 0.05 0.08 0.06
C 3.0337 3.7186 -1.7313 -0.04 -0.04 -0.04
C -1.8467 0.7182 -2.6327 -0.18 0.03 0.06
C 1.7715 -1.3372 -6.1512 -0.07 -0.02 0.05
C -1.0618 -5.9003 4.9990 0.00 0.00 -0.01
C -0.1092 -2.7436 -5.6200 0.05 0.07 0.01
C 1.8122 0.3346 1.7132 0.00 0.03 0.04
C -1.1944 -4.4602 3.1165 0.01 -0.11 -0.11
C 1.2026 1.6499 -2.2595 0.13 0.13 -0.05
C 3.4535 2.3958 -1.6950 -0.14 0.02 -0.02
C 0.4356 -0.8648 -4.1857 0.11 -0.05 -0.12
C -1.0407 -3.3392 3.9273 -0.19 0.05 -0.09
C 1.4948 -0.5742 -5.0291 0.08 0.03 -0.08
C 3.9462 1.4925 1.8709 -0.08 -0.04 -0.02
C -0.8945 -3.5151 5.3060 -0.01 -0.03 0.02
C 3.8668 -0.9337 2.0651 -0.07 0.09 0.08
C 0.8352 2.9851 -2.3219 -0.03 0.10 0.04
C -0.9013 -4.7896 5.8314 0.00 0.00 -0.01
C -3.9596 1.1991 -1.4906 0.03 -0.01 -0.12
C 1.7161 4.0172 -2.0469 0.00 -0.03 0.01
C -2.5090 0.9687 -3.8265 -0.03 0.00 -0.04
C -1.1933 1.2996 3.7728 0.04 0.02 -0.02
H -0.5944 3.0402 -0.2761 0.02 0.01 -0.10
H 1.9586 -1.8323 1.8985 0.00 0.02 -0.02
H -1.5101 5.8319 2.8369 0.01 0.01 0.00
H 4.4040 -1.8616 2.2015 0.00 -0.01 0.00
H 4.5459 2.3921 1.8676 0.01 0.02 0.00
H -1.3846 1.3732 4.8393 -0.01 0.04 -0.01
H -0.7848 -4.9333 6.8961 0.00 0.00 0.01
H 2.0910 2.4799 1.5673 0.00 -0.01 -0.01
H -1.0676 -6.8937 5.4257 0.00 0.00 0.00
H -1.4443 -5.0356 1.1201 -0.01 -0.01 0.01
H -0.7776 -2.6501 5.9425 0.00 0.02 -0.01
H -1.6004 3.9134 4.4311 0.00 -0.01 0.01
H -1.0052 5.3784 0.4322 0.01 0.00 0.00
H -1.2332 -2.9786 0.1153 0.00 0.00 0.00
H -1.3325 -6.6058 2.9864 0.00 -0.01 -0.02
```
Forces are in eV/Å.

Computed properties:
orbital gap: 6.40 eV
net charge: +2
highest occupied orbital energy: -13.76 eV
DFT total energy: -5851.3715 Eh

Atomic partial charges in e from the Mulliken method, atoms 1 to 2:
1 Hf 2.312
2 Ge -0.082

Computed, not measured: a cluster of 18 separate species, CH35O20 in total in a non-equilibrium geometry, with ωB97M-V/def2-TZVPD.

XYZ file:
```
56
Properties=species:S:1:pos:R:3:forces:R:3
O 2.6790 -2.5069 1.5993 0.50 -0.34 0.58
O -3.1920 0.1571 -1.5227 -1.53 0.48 0.30
O 2.1740 1.9091 -1.7557 -0.17 2.12 -0.04
O 2.9870 0.2481 2.7013 -0.52 0.64 -1.69
O 2.8490 2.4091 0.9273 -0.01 0.04 0.51
O -2.2350 1.6121 1.7293 0.65 -0.74 0.80
O -0.4660 -3.8889 -0.1947 -0.51 -0.04 -0.41
O 1.1820 0.2231 -3.6287 2.46 0.60 -3.26
O -2.6720 -2.6139 -2.2887 -1.88 -0.91 0.71
O -2.2110 -1.0989 1.1673 -0.72 -0.24 0.81
O 0.1760 0.3041 2.9383 -2.64 -1.78 -2.67
O 0.3560 -2.8199 -2.8607 -1.24 1.59 -1.56
O -1.0300 -2.9309 2.7393 -0.02 -0.26 0.38
O 0.4060 -1.3549 0.0923 0.34 0.58 0.26
O 3.3330 -0.4389 -0.5357 1.15 -0.23 0.23
O -0.4330 -0.2019 -1.5797 -0.31 0.80 -0.21
O -2.0520 3.5111 -0.1317 0.07 2.00 -2.81
O -1.0730 2.2881 -2.5917 0.63 1.70 0.64
O 0.2150 0.8631 0.2693 -0.01 0.34 -1.08
O 0.3050 3.0781 1.9823 0.20 -0.50 -0.25
C 0.0930 -0.2729 -0.4437 -0.52 -1.89 -0.19
H -2.9580 2.1971 1.5603 -1.03 0.33 -0.04
H -1.8520 -0.5699 0.4643 0.13 0.21 -0.79
H -0.1990 3.4321 2.7003 -0.27 0.73 0.67
H -2.0940 -3.0519 -1.6707 0.56 -0.67 0.46
H 1.6460 1.9921 -0.9347 0.30 -0.31 -0.24
H -2.8260 -1.7069 0.7423 -0.16 0.18 -0.24
H 3.1620 2.8891 0.1643 0.22 0.00 -0.21
H -0.9190 -4.2209 0.5783 -0.05 -0.10 0.46
H -2.5670 0.7011 1.7963 -0.18 0.26 -0.20
H 0.4590 -0.2089 -3.2997 -2.58 -1.55 1.48
H -1.6520 1.8521 -3.1817 -0.93 -0.64 -0.90
H -0.1540 -2.6299 3.0033 0.07 0.01 -0.21
H -3.5520 -0.1579 -2.3497 -0.41 -0.33 -0.07
H -0.7270 -0.0889 3.0773 1.49 0.74 0.32
H 3.1340 0.4971 3.5843 0.46 0.35 1.89
H -0.0400 -2.2539 -3.5887 1.01 -1.43 0.57
H 3.6600 -0.5249 -1.4357 -0.39 0.07 -0.06
H -0.5790 1.5851 -2.1677 0.27 -0.69 0.21
H 2.1200 2.9081 1.3123 -0.39 0.30 0.02
H 0.4570 0.5561 1.1443 0.58 -0.13 1.19
H -0.2130 2.2731 1.8103 0.20 0.18 -0.26
H 2.2280 2.8491 -2.0787 -0.23 -1.45 0.21
H -2.0810 -2.0989 -2.7797 1.36 1.15 -1.13
H -2.2650 0.1321 -1.6807 1.74 -0.03 0.02
H 2.8400 1.1121 2.2473 0.47 -0.98 -0.03
H -1.9350 2.7191 0.3213 0.67 -2.13 1.07
H -1.7310 3.2631 -1.0497 -0.58 0.41 1.13
H 2.4850 -3.3579 1.9793 0.17 -0.63 0.33
H 2.4050 -0.2489 -0.5817 -0.39 -0.04 -0.21
H 0.1810 -2.1669 -2.1697 0.48 -0.23 0.84
H 0.5610 0.6411 3.6973 0.88 0.74 2.36
H 1.4860 0.7841 -2.9397 0.49 0.93 1.07
H 1.8970 -2.3699 1.0803 -0.67 0.73 -0.86
H -1.3430 -2.2779 2.0933 0.27 0.11 0.06
H -0.4260 -2.9249 -0.0607 0.54 -0.03 0.04
```
Forces are in eV/Å.

Computed properties:
orbital gap: 9.56 eV
net charge: -1
highest occupied orbital energy: -7.26 eV
DFT total energy: -1564.0156 Eh

Atomic partial charges in e from the Mulliken method, atoms 1 to 2:
1 O -0.596
2 O -0.665

Computed, not measured: the ion C4H7N2 with charge +1 in a non-equilibrium geometry, with ωB97M-V/def2-TZVPD.

XYZ file:
```
13
Properties=species:S:1:pos:R:3:forces:R:3
N 1.0334 1.3338 0.6093 0.83 -0.31 0.47
N -0.3173 -0.2587 1.0384 0.22 -0.41 0.30
C 0.5061 0.6190 1.6164 -0.68 1.68 -0.91
C -0.8700 -1.1912 -1.2136 -1.09 0.31 -0.56
C 0.6533 0.8143 -0.5924 -0.26 -1.02 -0.48
C -0.2097 -0.2139 -0.3291 0.41 0.64 -0.13
H 1.1017 1.0213 -1.5491 -0.02 0.51 0.14
H 1.7427 2.0529 0.7377 -0.36 -0.17 -0.02
H -0.9394 -2.1599 -0.7262 0.32 -0.24 -0.35
H -1.9007 -0.9174 -1.4847 0.06 0.20 0.59
H -0.4298 -1.1894 -2.2082 0.58 -0.48 0.24
H -0.8945 -0.9491 1.4910 0.00 0.07 0.43
H 0.5243 1.0381 2.6105 -0.01 -0.78 0.28
```
Forces are in eV/Å.

Computed properties:
orbital gap: 10.73 eV
net charge: +1
highest occupied orbital energy: -14.29 eV
DFT total energy: -265.8981 Eh

Atomic partial charges in e from the Mulliken method, atoms 1 to 2:
1 N -0.027
2 N -0.037